The following is a quantum chemistry calculation of a 11-piece molecular cluster, C24H66F3O12 overall at a distorted geometry, from OMol25.

The geometry in XYZ format:
```
105
Properties=species:S:1:pos:R:3:forces:R:3:lowdin_charge:R:1
C -0.168 -0.494 -0.778 -0.736 -0.221 1.018 -0.46
O 0.023 0.768 -0.114 0.159 -0.005 -0.410 -0.05
O -0.640 -0.321 -1.968 -0.106 -0.023 -1.549 -0.15
C 1.158 -1.297 -0.770 0.425 0.223 0.178 -0.52
F 1.188 -2.220 -1.736 -0.008 -0.160 -0.021 0.14
F 2.270 -0.542 -0.926 -0.166 -0.064 0.065 0.13
F 1.318 -1.967 0.404 0.093 -0.124 0.040 0.10
C 0.490 0.725 1.195 0.094 0.407 0.831 -0.31
C 0.485 2.154 1.725 0.195 0.016 -0.463 -0.06
H 1.042 2.277 2.656 -0.204 -0.211 0.135 0.06
H 0.986 2.781 0.983 -0.183 0.074 0.007 0.06
H -0.544 2.496 1.827 0.022 0.138 0.095 0.07
H 1.510 0.331 1.249 -0.024 -0.150 0.073 0.09
H -0.159 0.110 1.843 0.090 -0.174 -0.177 0.10
H -0.860 -1.092 -0.124 0.277 0.073 0.116 0.14
C -1.691 0.360 4.681 0.353 -0.575 -0.555 -0.09
C -2.536 1.596 4.740 -0.193 0.147 -0.214 -0.32
O -3.730 1.286 5.464 0.212 0.144 0.101 -0.08
H -1.288 0.023 5.635 -0.205 0.099 0.131 0.08
H -0.846 0.478 3.993 -0.060 0.287 0.127 0.05
H -2.283 -0.441 4.231 -0.042 -0.063 0.277 0.07
H -2.792 1.876 3.710 -0.006 0.096 0.077 0.10
H -2.000 2.439 5.192 -0.037 -0.072 0.088 0.11
H -4.225 2.100 5.591 -0.029 -0.037 -0.042 0.08
C -1.157 -4.423 -4.751 0.034 0.154 -0.032 -0.09
C -0.564 -3.380 -3.816 0.069 -0.364 -0.211 -0.36
O -1.541 -2.406 -3.569 0.085 0.214 0.355 -0.09
H -2.014 -4.918 -4.290 0.023 0.026 0.010 0.07
H -0.418 -5.178 -5.027 0.020 -0.018 0.054 0.06
H -1.499 -3.932 -5.666 -0.013 -0.040 0.044 0.07
H 0.332 -2.943 -4.287 -0.073 0.027 0.087 0.11
H -0.241 -3.855 -2.878 -0.016 -0.020 -0.124 0.08
H -1.174 -1.765 -2.914 -0.189 0.064 -0.224 0.04
C 0.948 6.428 0.393 0.094 0.161 -0.054 -0.09
C -0.350 6.152 -0.350 -0.005 0.064 0.234 -0.32
O -1.008 4.983 0.121 0.128 0.122 -0.044 -0.08
H 1.715 5.708 0.104 -0.002 -0.022 0.107 0.06
H 0.815 6.390 1.479 -0.083 -0.081 -0.047 0.07
H 1.319 7.432 0.166 -0.003 -0.086 -0.093 0.07
H -0.127 5.979 -1.401 -0.130 -0.031 -0.067 0.11
H -1.027 7.015 -0.282 0.083 -0.041 -0.019 0.10
H -1.049 5.049 1.081 -0.050 -0.093 -0.017 0.07
C 3.577 2.286 -0.090 -0.153 0.074 -0.056 -0.09
C 4.047 3.517 0.645 0.076 -0.029 0.154 -0.33
O 4.520 4.470 -0.314 -0.092 -0.105 0.056 -0.09
H 2.724 2.537 -0.722 0.079 -0.079 -0.118 0.08
H 3.237 1.518 0.605 0.065 0.032 0.068 0.06
H 4.374 1.865 -0.702 -0.003 0.030 -0.048 0.08
H 4.848 3.264 1.351 -0.035 0.017 -0.068 0.11
H 3.211 3.931 1.229 0.116 0.066 -0.064 0.09
H 5.016 5.154 0.143 -0.050 0.009 0.051 0.07
C -3.893 0.830 0.598 0.270 -0.164 0.269 -0.08
C -4.434 -0.374 -0.148 0.197 -0.205 -0.056 -0.34
O -5.035 -0.032 -1.371 -0.001 0.329 -0.279 -0.09
H -3.140 1.341 -0.001 -0.103 0.170 -0.127 0.08
H -3.374 0.514 1.512 -0.148 -0.035 0.026 0.05
H -4.707 1.503 0.872 0.098 0.112 -0.083 0.07
H -5.203 -0.876 0.446 0.023 -0.008 -0.005 0.11
H -3.624 -1.099 -0.323 0.001 0.022 0.092 0.10
H -4.351 0.359 -1.955 -0.170 -0.234 -0.006 0.05
C 2.441 -0.168 4.204 -0.221 0.630 0.070 -0.09
C 3.079 -0.138 5.576 0.229 -0.237 -0.024 -0.32
O 4.493 0.082 5.516 -0.206 -0.002 -0.009 -0.09
H 2.811 -0.981 3.582 -0.065 -0.061 -0.038 0.08
H 2.636 0.790 3.713 0.191 -0.153 -0.144 0.07
H 1.352 -0.215 4.290 0.084 -0.324 0.003 0.05
H 2.892 -1.068 6.123 -0.150 0.050 0.015 0.11
H 2.662 0.687 6.150 0.091 0.016 0.103 0.11
H 4.870 -0.663 5.035 0.060 0.071 -0.006 0.08
C 0.606 -5.569 0.666 0.346 -0.372 0.376 -0.08
C 1.576 -5.382 -0.479 -0.432 0.034 -0.245 -0.32
O 2.311 -6.599 -0.649 0.032 0.125 0.082 -0.09
H -0.117 -4.760 0.741 0.033 0.064 -0.090 0.06
H 1.145 -5.650 1.616 -0.028 0.135 -0.065 0.08
H 0.070 -6.514 0.561 -0.094 0.080 -0.201 0.08
H 2.245 -4.537 -0.298 0.027 -0.035 0.066 0.10
H 1.003 -5.152 -1.388 0.154 -0.055 0.023 0.10
H 2.962 -6.462 -1.344 -0.041 0.012 0.013 0.08
C -3.618 1.612 -5.241 0.070 -0.238 -0.204 -0.10
C -2.519 0.839 -4.529 -0.167 0.085 0.089 -0.31
O -2.847 0.788 -3.145 0.329 -0.363 0.289 -0.12
H -3.640 2.644 -4.890 -0.127 -0.007 0.016 0.07
H -4.586 1.136 -5.070 -0.004 0.103 0.186 0.07
H -3.470 1.609 -6.326 0.171 0.071 0.107 0.07
H -1.554 1.346 -4.659 -0.038 -0.106 -0.035 0.11
H -2.434 -0.174 -4.940 0.029 0.063 0.058 0.11
H -2.106 0.324 -2.667 -0.250 0.462 -0.175 0.05
C 3.161 0.446 -5.166 -0.029 0.045 -0.032 -0.10
C 2.375 0.098 -3.922 -0.611 -0.113 -0.140 -0.34
O 1.000 0.260 -4.236 -0.124 -0.172 0.128 -0.10
H 4.240 0.380 -5.005 -0.032 -0.021 0.029 0.07
H 2.914 1.459 -5.490 0.040 0.013 0.032 0.07
H 2.876 -0.235 -5.969 0.064 0.000 -0.023 0.07
H 2.633 0.745 -3.078 0.215 -0.023 0.010 0.10
H 2.556 -0.947 -3.640 0.203 0.102 0.104 0.10
H 0.449 -0.018 -3.466 0.194 0.268 -0.085 0.05
C -0.445 -2.817 3.049 0.380 0.840 0.519 -0.09
C -1.716 -2.766 2.264 -0.071 -0.513 -0.748 -0.33
O -2.465 -3.949 2.545 -0.132 0.088 0.144 -0.08
H 0.034 -1.835 2.968 0.099 -0.121 -0.038 0.04
H 0.270 -3.551 2.693 -0.108 -0.209 -0.047 0.06
H -0.639 -2.968 4.114 -0.075 -0.160 -0.065 0.08
H -1.483 -2.744 1.190 0.006 0.115 0.113 0.09
H -2.280 -1.852 2.479 -0.119 -0.096 0.151 0.09
H -3.203 -4.001 1.930 0.012 0.043 -0.007 0.08
```
Forces are in eV/Å.

Results
Frontier orbital gap = 8.28 eV
Total charge = -1
Energy relative to the best compared isomer or geometry (same formula, charge and spin) = 0.0 kcal per mole
F_max = 0.0302 hartree/bohr

=====

The following is a quantum chemistry calculation of a 8-piece molecular cluster, C24H66FO31P7 overall at a distorted geometry, from OMol25.

The geometry in XYZ format:
```
129
Properties=species:S:1:pos:R:3:forces:R:3:lowdin_charge:R:1
C 18.930 -8.448 5.953 0.562 0.566 0.406 -0.11
C 17.511 -8.966 5.796 0.697 0.469 -0.373 -0.28
O 17.643 -10.032 4.829 0.212 0.931 1.152 0.13
C 18.856 -9.884 4.206 0.690 -1.527 -0.836 -0.53
O 19.223 -10.558 3.271 -0.700 1.321 1.452 0.15
O 19.598 -8.966 4.849 0.794 -1.036 -1.608 0.06
F 16.682 -8.049 5.215 -0.235 0.073 0.193 0.05
H 19.357 -8.820 6.885 0.038 -0.303 -0.026 0.14
H 19.200 -7.392 5.924 -1.124 0.219 0.211 0.13
H 17.197 -9.216 6.809 -0.909 -0.589 -0.601 0.15
C 25.070 -1.837 3.264 0.491 -0.098 1.881 -0.15
O 24.322 -0.900 2.579 -1.660 0.614 -3.831 -0.21
P 24.149 -1.178 0.964 -0.894 -1.586 -0.161 0.45
O 23.430 -2.458 0.547 1.740 2.602 1.186 -0.27
O 25.653 -0.988 0.495 0.043 -0.559 -0.355 -0.22
C 26.017 -1.014 -0.901 -0.001 0.395 -0.350 -0.08
O 23.514 0.141 0.359 -0.467 -0.195 0.327 -0.21
C 22.068 0.177 0.350 -0.682 -0.161 0.217 -0.08
H 24.457 -2.125 4.119 0.061 -0.500 0.070 0.08
H 25.882 -1.239 3.677 0.621 -0.691 -0.045 0.10
H 25.372 -2.713 2.689 0.134 0.131 -0.007 0.09
H 26.390 -1.973 -1.259 0.094 -0.148 0.603 0.09
H 26.777 -0.244 -1.029 0.043 -0.176 0.068 0.09
H 25.199 -0.761 -1.575 -0.327 0.141 0.338 0.08
H 21.716 0.100 1.379 -0.103 0.088 0.007 0.09
H 21.645 -0.647 -0.223 0.276 -0.024 -0.026 0.06
H 21.690 1.104 -0.083 0.532 0.056 0.030 0.09
C 15.653 -5.065 6.712 -0.928 0.311 -0.514 -0.10
O 15.653 -5.197 8.117 2.366 -1.068 2.544 -0.23
P 17.010 -5.865 8.778 0.419 0.094 -0.337 0.57
O 17.529 -7.074 8.027 -0.851 2.427 1.654 -0.24
O 18.101 -4.618 8.975 -3.703 -2.292 2.385 -0.22
C 19.115 -4.400 8.110 0.758 0.673 -2.476 -0.16
O 16.620 -6.073 10.323 0.528 -0.027 -2.102 -0.21
C 16.106 -4.957 11.040 -0.998 0.120 1.115 -0.11
H 15.296 -6.008 6.298 0.450 0.069 -0.381 0.08
H 16.616 -4.718 6.336 -0.090 -0.182 -0.304 0.07
H 14.880 -4.313 6.554 0.202 0.080 -0.458 0.10
H 19.301 -5.342 7.594 0.843 0.196 -0.251 0.08
H 19.978 -3.943 8.594 0.044 -0.413 0.170 0.09
H 18.714 -3.667 7.410 0.598 0.097 -0.642 0.09
H 15.146 -5.300 11.425 -0.114 0.230 -0.012 0.09
H 15.940 -4.040 10.473 0.243 -0.261 -0.279 0.09
H 16.720 -4.738 11.913 0.320 -0.086 -0.260 0.09
C 22.488 -6.435 1.602 -0.369 1.419 -0.327 -0.11
O 22.226 -7.528 0.714 1.630 -2.313 1.172 -0.21
P 22.989 -8.979 0.972 -0.713 1.632 0.500 0.51
O 22.594 -9.969 -0.053 0.793 0.677 1.226 -0.24
O 24.555 -8.495 1.028 -1.455 -0.119 -0.610 -0.26
C 25.590 -9.484 0.947 -0.185 0.522 0.022 -0.10
O 22.696 -9.319 2.560 -1.047 2.062 -3.316 -0.24
C 23.034 -10.545 3.111 1.628 -0.075 1.260 -0.13
H 22.577 -5.544 0.981 -0.107 0.031 -0.270 0.08
H 23.419 -6.408 2.168 0.012 -0.912 0.032 0.07
H 21.627 -6.246 2.244 0.110 -0.425 0.143 0.06
H 25.218 -10.324 0.360 0.222 -0.354 0.433 0.09
H 25.882 -9.653 1.984 0.140 -0.772 -0.195 0.09
H 26.445 -9.063 0.418 -0.133 0.172 -0.006 0.09
H 22.201 -10.969 3.673 -0.047 -0.280 -0.587 0.09
H 23.788 -10.225 3.831 0.167 -0.661 0.559 0.09
H 23.579 -11.178 2.411 -0.659 -0.497 -0.048 0.09
C 24.100 -3.708 7.464 0.418 0.921 -0.922 -0.12
O 24.656 -4.902 8.002 -0.519 -1.667 -0.378 -0.22
P 24.061 -6.334 7.397 0.318 -0.415 2.011 0.45
O 24.696 -7.592 7.886 -0.423 2.300 -0.594 -0.23
O 22.503 -6.214 7.783 0.523 0.215 -1.677 -0.23
C 22.098 -6.241 9.124 0.577 -0.467 1.702 -0.12
O 24.022 -6.111 5.841 -0.057 -0.303 -0.446 -0.22
C 25.190 -5.911 5.036 0.611 1.186 -0.528 -0.07
H 23.532 -3.060 8.132 -0.141 -0.698 0.612 0.09
H 23.497 -3.875 6.572 -0.135 -0.225 0.098 0.06
H 24.924 -3.072 7.140 0.242 -0.101 -0.021 0.09
H 21.807 -5.267 9.518 -0.417 0.097 -0.538 0.08
H 22.913 -6.524 9.789 0.304 -0.215 -0.118 0.09
H 21.343 -7.010 9.290 -0.267 0.301 -0.322 0.10
H 26.164 -6.022 5.513 -0.322 -0.594 0.534 0.10
H 25.207 -4.868 4.720 -0.302 0.252 0.082 0.07
H 25.194 -6.456 4.092 -0.504 -0.585 0.433 0.09
C 19.319 -3.523 0.472 2.372 0.349 -1.696 -0.13
O 18.692 -3.309 1.663 -1.442 -0.132 3.615 -0.21
P 19.127 -3.954 3.070 -0.388 -0.862 0.026 0.46
O 18.185 -3.772 4.211 0.971 -0.034 -1.679 -0.24
O 19.406 -5.507 2.664 -0.552 -0.040 -0.075 -0.25
C 18.288 -6.384 2.310 -0.956 0.276 0.735 -0.04
O 20.614 -3.395 3.318 -1.148 -0.888 -0.952 -0.20
C 21.415 -4.047 4.293 0.437 0.233 1.162 -0.11
H 20.245 -4.093 0.541 -0.069 -0.473 0.337 0.09
H 19.706 -2.542 0.197 -0.380 0.036 -0.866 0.09
H 18.696 -4.007 -0.281 -0.294 0.306 0.150 0.09
H 18.084 -7.151 3.058 0.726 0.099 0.362 0.07
H 18.349 -6.922 1.365 0.851 0.540 -0.152 0.10
H 17.346 -5.836 2.316 0.053 0.392 -0.251 0.07
H 21.198 -5.091 4.516 -0.350 -0.087 -0.547 0.09
H 21.257 -3.514 5.231 0.244 0.077 0.120 0.09
H 22.463 -3.984 3.999 -0.106 0.144 -0.155 0.08
C 19.243 -3.260 -3.799 -0.545 -0.109 0.454 -0.09
O 19.807 -2.050 -4.282 1.460 1.298 -0.157 -0.22
P 20.530 -0.934 -3.380 -0.560 1.347 0.500 0.48
O 19.626 -0.143 -2.477 1.805 -1.390 -1.392 -0.26
O 21.651 -1.748 -2.534 0.179 0.427 -1.026 -0.24
C 22.672 -2.518 -3.214 0.249 -0.993 0.074 -0.08
O 21.341 -0.048 -4.519 -1.806 -1.043 0.527 -0.23
C 22.009 1.197 -4.280 2.303 -0.669 1.047 -0.10
H 19.253 -3.339 -2.712 -0.116 0.341 0.082 0.07
H 19.764 -4.152 -4.149 0.157 0.284 -0.445 0.09
H 18.219 -3.232 -4.169 0.032 -0.397 0.201 0.10
H 23.445 -2.848 -2.520 -0.225 0.595 0.532 0.08
H 23.187 -2.055 -4.056 -0.447 0.633 0.076 0.09
H 22.292 -3.475 -3.574 -0.558 0.136 -0.160 0.08
H 23.058 0.907 -4.339 0.386 -0.079 0.413 0.08
H 21.891 1.600 -3.275 -0.599 -0.038 -0.125 0.09
H 22.066 1.997 -5.018 -1.682 -0.359 -0.475 0.09
C 12.666 -4.179 -0.881 -0.192 -0.144 -0.422 -0.08
O 12.356 -5.191 0.100 0.542 -0.443 -0.538 -0.21
P 12.755 -4.907 1.587 0.511 1.779 1.737 0.42
O 12.021 -3.742 2.141 0.785 -1.244 -0.189 -0.24
O 12.531 -6.295 2.361 0.305 1.088 -0.686 -0.19
C 13.560 -7.262 2.461 1.078 -1.192 -0.262 -0.11
O 14.394 -4.689 1.587 -1.658 -0.766 -1.083 -0.26
C 14.999 -3.574 2.211 0.558 0.264 1.324 -0.11
H 13.409 -3.463 -0.530 -0.019 -0.131 0.090 0.08
H 11.761 -3.647 -1.174 -0.044 -0.048 0.297 0.09
H 13.036 -4.701 -1.763 0.120 0.026 0.128 0.09
H 14.459 -7.067 1.877 -0.218 0.551 -0.228 0.08
H 13.222 -8.231 2.094 -0.449 0.098 0.161 0.09
H 13.939 -7.392 3.474 -0.506 0.246 0.235 0.09
H 16.073 -3.539 2.025 -0.086 -0.308 -0.668 0.06
H 14.970 -3.755 3.285 -0.328 0.459 0.183 0.09
H 14.577 -2.603 1.954 -0.310 -0.245 -0.031 0.09
```
Forces are in eV/Å.

Results
Frontier orbital gap = 10.56 eV
Total charge = 0
Structure (SMILES) = O=C1OC[C@@H](F)O1.COP(=O)(OC)OC.COP(=O)(OC)OC.COP(=O)(OC)OC.COP(=O)(OC)OC.COP(=O)(OC)OC.COP(=O)(OC)OC.COP(=O)(OC)OC
Energy relative to the best compared isomer or geometry (same formula, charge and spin) = 0.0 kcal per mole
F_max = 0.0965 hartree/bohr